{
  "formula": "C33H48N2OPRuS2Sb2",
  "method": "ωB97M-V/def2-TZVPD",
  "largest_force_ev_per_a": 2.09,
  "s_squared": 6.038,
  "homo_lumo_gap_ev": [5.96, 3.87],
  "homo_ev": [-15.15, -15.13],
  "total_charge": 3,
  "e_lumo_ev": [-9.186, -11.254],
  "spin_multiplicity": 5,
  "elements": ["Ru", "C", "Sb", "C", "C", "C", "C", "C", "C", "C", "C", "C", "Sb", "C", "C", "H", "H", "H", "H", "H", "H", "H", "H", "H", "H", "H", "H", "H", "H", "H", "H", "H", "H", "H", "H", "S", "P", "S", "C", "C", "C", "C", "C", "C", "C", "C", "C", "C", "C", "C", "H", "H", "H", "H", "H", "H", "H", "H", "H", "H", "C", "C", "O", "C", "C", "H", "H", "H", "H", "H", "H", "H", "H", "H", "H", "C", "C", "C", "C", "N", "N", "C", "H", "H", "H", "H", "H", "H", "H", "H"],
  "positions_angstrom": [[0.673463, 0.109749, 0.749255], [4.472874, -0.495066, 2.318147], [3.293851, 0.293588, 0.734524], [4.332535, -0.503111, -0.924136], [4.274390, 2.258319, 0.767484], [4.233946, 2.943734, -0.534830], [5.329096, 2.821458, -1.407719], [5.360435, 3.500155, -2.598384], [4.265780, 4.326576, -2.981594], [3.168647, 4.443830, -2.166427], [3.110722, 3.774745, -0.934193], [1.928964, 3.951311, -0.070120], [0.363272, 2.448634, -0.402121], [0.154358, 2.620230, -2.497532], [-1.217245, 3.704712, 0.234944], [5.498094, -0.556228, 1.943808], [4.152394, -1.496558, 2.617538], [4.444210, 0.188210, 3.168271], [5.388586, -0.246981, -0.810467], [3.953487, -0.087124, -1.852968], [4.219899, -1.587914, -0.926199], [5.295822, 1.981378, 1.039023], [3.815518, 2.808899, 1.590114], [6.180113, 2.213863, -1.111510], [6.231937, 3.427286, -3.242327], [4.309757, 4.880816, -3.915522], [2.347279, 5.093620, -2.458625], [1.386461, 4.869541, -0.307460], [2.137059, 3.917507, 0.998871], [0.168786, 3.687122, -2.722000], [-0.806775, 2.198261, -2.786158], [0.959687, 2.112108, -3.019548], [-1.348375, 4.455838, -0.547596], [-0.933890, 4.185821, 1.166593], [-2.139608, 3.139985, 0.369347], [-2.437720, 0.172643, -1.031135], [-4.400869, -0.591415, -0.700590], [-1.573065, -0.485255, 0.659719], [-5.154455, -0.401777, -2.323613], [-4.464627, -0.311214, -3.540074], [-5.172003, -0.313424, -4.731978], [-6.558259, -0.398753, -4.717084], [-7.244459, -0.470292, -3.512145], [-6.547213, -0.464197, -2.310788], [-4.139673, -2.372245, -0.389367], [-3.438135, -3.190606, -1.286665], [-3.322274, -4.548950, -1.027390], [-3.904835, -5.095973, 0.120134], [-4.603906, -4.286999, 1.003301], [-4.719392, -2.919680, 0.754419], [-3.381624, -0.236261, -3.565573], [-4.641884, -0.261190, -5.677881], [-7.107570, -0.398273, -5.653241], [-8.326366, -0.520910, -3.504770], [-7.089954, -0.503221, -1.369104], [-3.023349, -2.779582, -2.201361], [-2.805644, -5.192331, -1.734599], [-3.824964, -6.162027, 0.311279], [-5.070073, -4.716472, 1.886441], [-5.274646, -2.288695, 1.445227], [1.109937, -2.944590, 2.055284], [0.913605, -3.207825, 0.585254], [1.092338, -1.989296, -0.202087], [0.684623, -2.205009, -1.580720], [0.818985, -0.937855, -2.386520], [0.823299, -3.824486, 2.639234], [0.476029, -2.127777, 2.393356], [2.153677, -2.716492, 2.283166], [-0.082011, -3.595295, 0.391252], [1.637311, -3.931391, 0.222321], [-0.344039, -2.558516, -1.575013], [1.310796, -2.991749, -1.994958], [0.292251, -0.115611, -1.900876], [0.365919, -1.076193, -3.372208], [1.861858, -0.656633, -2.532421], [1.915312, -1.131767, 6.104749], [1.124227, -0.427955, 5.039763], [-0.088531, 0.223153, 5.081938], [-0.330040, 0.709285, 3.797883], [0.702131, 0.390716, 2.973906], [1.557375, -0.306213, 3.779349], [-1.482126, 1.577086, 3.388454], [1.791391, -0.628259, 7.063171], [2.982179, -1.160319, 5.867904], [1.566214, -2.160690, 6.226933], [-0.725895, 0.344896, 5.951919], [2.433735, -0.625043, 3.428265], [-1.873137, 2.101409, 4.262276], [-2.301679, 1.003952, 2.958331], [-1.164332, 2.321254, 2.666429]],
  "forces_ev_per_a": [[-1.01, -0.93, 0.54], [-0.17, -0.32, 0.14], [1.27, 0.98, -0.33], [-0.06, -0.28, 0.03], [-0.46, -0.70, 0.49], [-1.16, 1.26, -1.21], [-0.45, -0.05, 0.63], [-0.82, 0.94, -0.92], [1.34, -0.67, -0.17], [-0.22, -0.22, 0.59], [1.79, -0.99, -0.01], [-0.62, -0.50, 0.23], [0.63, 1.34, -0.12], [-0.12, -0.24, -0.03], [-0.33, -0.34, 0.00], [-0.15, 0.01, 0.03], [0.15, 0.08, 0.01], [0.04, -0.04, -0.03], [-0.15, -0.01, 0.01], [0.03, 0.06, -0.03], [0.02, 0.06, -0.07], [-0.09, 0.09, 0.07], [0.16, 0.04, -0.04], [-0.06, 0.09, 0.00], [-0.16, 0.03, 0.06], [0.03, -0.13, 0.15], [0.09, -0.04, 0.05], [0.06, -0.03, 0.10], [0.01, 0.15, -0.03], [0.03, -0.07, 0.02], [0.02, 0.01, -0.07], [0.06, 0.04, -0.03], [0.02, -0.08, 0.09], [0.01, 0.04, 0.05], [0.01, 0.12, 0.00], [-1.13, 0.28, -0.47], [1.24, -0.48, -1.52], [0.88, -0.15, 0.99], [-0.02, -0.02, 0.47], [0.28, 0.25, -0.19], [0.33, -0.04, 0.14], [-0.21, 0.03, -0.04], [-0.10, 0.02, 0.23], [-0.52, -0.05, -0.18], [-0.33, -0.09, 0.60], [-0.01, 0.11, -0.19], [-0.11, 0.12, 0.10], [0.03, 0.05, -0.08], [-0.03, 0.08, 0.07], [-0.04, -0.01, 0.12], [-0.11, -0.09, 0.01], [-0.04, 0.00, 0.15], [0.05, -0.01, 0.12], [0.07, -0.01, 0.01], [0.02, -0.04, -0.14], [-0.01, 0.01, 0.05], [-0.06, 0.13, 0.10], [-0.01, 0.14, -0.04], [0.08, 0.10, -0.16], [0.09, -0.13, -0.08], [0.11, -0.02, -0.10], [0.10, 0.10, -0.03], [0.07, 0.14, 0.19], [0.11, 0.09, 0.08], [0.12, -0.12, -0.04], [0.09, 0.06, -0.16], [-0.14, 0.09, 0.07], [-0.05, -0.02, 0.00], [-0.27, 0.03, -0.07], [0.11, -0.12, -0.13], [-0.23, -0.03, 0.08], [0.09, -0.13, 0.01], [-0.09, 0.07, -0.02], [0.07, -0.02, 0.10], [-0.02, 0.01, 0.01], [-0.09, 0.06, -0.22], [0.46, -0.16, 0.19], [-0.62, 0.15, 0.13], [-0.08, 0.34, 0.07], [-0.39, -0.38, 0.09], [-0.03, 0.13, -0.01], [0.13, -0.17, 0.17], [-0.02, 0.01, -0.09], [-0.13, 0.03, -0.01], [-0.01, 0.09, -0.04], [0.18, 0.01, -0.25], [0.35, -0.16, -0.16], [0.09, -0.06, -0.06], [0.01, -0.07, -0.02], [0.02, 0.09, -0.14]],
  "mulliken_charge": [1.46, -1.71, 0.74, -1.51, -1.55, 0.65, -0.66, -0.73, -0.72, -0.66, 0.74, -1.43, 0.38, -1.32, -1.45, 0.50, 0.53, 0.52, 0.49, 0.47, 0.49, 0.71, 0.67, 0.43, 0.44, 0.44, 0.45, 0.72, 0.58, 0.50, 0.40, 0.41, 0.50, 0.43, 0.41, 0.04, 0.36, -0.48, 0.92, 0.00, -0.81, -0.44, -0.67, -0.62, 0.58, -0.28, -0.70, -0.51, -0.69, -0.43, 0.29, 0.42, 0.42, 0.42, 0.38, 0.47, 0.45, 0.45, 0.43, 0.43, -0.69, -0.54, 0.38, -0.23, -0.61, 0.51, 0.04, 0.10, 0.36, 0.35, 0.01, 0.42, -0.27, 0.51, 0.11, -1.31, 0.72, -1.26, 0.47, 0.06, 0.41, -1.34, 0.41, 0.33, 0.29, 0.54, -0.29, 0.47, 0.25, 0.07]
}


{
  "formula": "C33H48NO3PS4SbSi3TeV",
  "method": "ωB97M-V/def2-TZVPD",
  "largest_force_ev_per_a": 0.75,
  "homo_lumo_gap_ev": [5.91, 5.88],
  "homo_ev": [-2.26, -2.26],
  "total_charge": -2,
  "e_lumo_ev": [3.646, 3.617],
  "elements": ["V", "S", "Sb", "S", "S", "S", "C", "Si", "C", "C", "C", "Si", "C", "C", "C", "Si", "C", "C", "C", "C", "C", "C", "C", "N", "H", "H", "H", "H", "H", "H", "H", "H", "H", "H", "H", "H", "H", "H", "H", "H", "H", "H", "H", "H", "H", "H", "H", "H", "H", "H", "H", "H", "C", "C", "O", "P", "O", "Te", "O", "C", "C", "H", "H", "H", "H", "H", "H", "H", "H", "H", "H", "C", "C", "C", "C", "C", "C", "C", "C", "C", "C", "C", "C", "C", "C", "C", "H", "H", "H", "H", "H", "H", "H", "H", "H", "H"],
  "positions_angstrom": [[-0.299103, 0.986936, 0.977178], [-1.162624, 5.156985, -1.323680], [-1.789686, 4.123927, 0.593941], [0.052109, 3.254628, 1.794819], [-2.201771, 1.773328, 0.108584], [-3.460602, 4.989244, 1.844915], [1.954977, -1.127702, 3.600981], [0.082437, -0.981221, 3.697921], [-0.222268, 0.432987, 4.900692], [-0.272575, -2.600399, 4.631089], [-0.982077, -0.759994, 2.156874], [-2.755093, -0.371522, 2.710949], [-4.083698, -0.722185, 1.427838], [-3.005689, 1.364796, 3.386474], [-3.381540, -1.447537, 4.151109], [-0.918506, -2.280734, 1.101066], [0.819991, -2.926316, 0.842470], [-1.859100, -3.780921, 1.786594], [-1.636781, -2.171170, -0.674315], [-1.416705, -3.222795, -1.572255], [-1.886244, -3.133975, -2.873265], [-2.580276, -1.996783, -3.259398], [-2.785124, -1.006933, -2.306869], [-2.338588, -1.094842, -1.058262], [2.238648, -1.646222, 4.527552], [2.478094, -0.171592, 3.586703], [2.330354, -1.715046, 2.759563], [0.581067, 0.435668, 5.647526], [-1.175073, 0.324351, 5.429273], [-0.229775, 1.406464, 4.396571], [0.265004, -2.541883, 5.588211], [0.157146, -3.448112, 4.079641], [-1.317211, -2.823284, 4.839316], [-3.996175, -0.114524, 0.529527], [-5.042227, -0.499162, 1.914719], [-4.101190, -1.775629, 1.126187], [-2.249598, 2.097993, 3.099795], [-3.047801, 1.335476, 4.481699], [-3.961588, 1.757863, 3.024933], [-3.339954, -2.526543, 3.969052], [-4.436652, -1.166857, 4.279452], [-2.871063, -1.230317, 5.094868], [1.245697, -3.335378, 1.766061], [1.498480, -2.154466, 0.470930], [0.787653, -3.737826, 0.105376], [-1.566111, -4.020513, 2.812727], [-1.623223, -4.648955, 1.157063], [-2.944705, -3.640771, 1.767736], [-0.859602, -4.099141, -1.255938], [-1.702625, -3.935737, -3.579343], [-2.944176, -1.866097, -4.271793], [-3.312634, -0.087275, -2.559017], [2.691224, 3.401762, -2.044354], [3.556048, 2.755582, -0.986480], [2.677364, 2.274931, 0.044644], [2.935640, 1.083404, 1.044075], [1.521473, 0.838406, 1.624908], [4.189167, -0.679621, 0.123776], [3.791289, 1.682383, 2.252174], [3.214977, 2.743905, 3.050611], [4.318609, 3.312304, 3.906024], [3.318893, 3.872077, -2.807221], [2.032081, 4.153353, -1.604844], [2.065576, 2.648606, -2.524323], [4.247673, 3.469712, -0.535259], [4.128538, 1.917163, -1.383411], [2.409263, 2.325630, 3.655709], [2.775829, 3.496053, 2.399518], [4.745000, 2.538515, 4.547948], [3.924785, 4.112227, 4.537030], [5.116056, 3.721770, 3.282836], [0.202753, 0.496442, -0.739104], [0.445664, 0.274501, -1.964073], [0.492745, 0.148671, -3.289647], [1.558215, -0.646359, -3.949897], [2.193554, -1.668753, -3.242165], [3.223852, -2.393159, -3.821323], [3.631385, -2.118501, -5.122099], [3.002150, -1.107070, -5.836070], [1.973065, -0.376471, -5.254866], [-0.573112, 0.845111, -4.067988], [-1.119066, 2.029362, -3.567841], [-2.179023, 2.645951, -4.216878], [-2.704121, 2.093827, -5.379099], [-2.160915, 0.919319, -5.890199], [-1.102602, 0.298450, -5.239625], [1.886556, -1.870487, -2.222830], [3.716130, -3.167736, -3.244777], [4.438911, -2.684097, -5.572878], [3.318048, -0.877361, -6.847008], [1.495193, 0.420090, -5.810857], [-0.740321, 2.466025, -2.648956], [-2.586966, 3.555414, -3.790791], [-3.536237, 2.571949, -5.882024], [-2.571512, 0.476997, -6.790635], [-0.696075, -0.630569, -5.625616]],
  "forces_ev_per_a": [[0.35, 0.05, -0.13], [0.03, 0.01, -0.06], [-0.09, -0.08, -0.01], [0.04, -0.12, 0.03], [-0.02, 0.01, -0.19], [-0.01, 0.04, 0.05], [0.21, -0.10, 0.03], [0.05, 0.06, 0.02], [-0.07, 0.06, 0.15], [0.05, -0.14, 0.05], [0.00, 0.35, -0.40], [-0.06, 0.08, -0.05], [-0.16, -0.08, -0.06], [-0.06, 0.10, 0.14], [-0.02, -0.07, 0.14], [-0.03, -0.08, -0.20], [0.10, -0.14, -0.01], [-0.11, -0.09, 0.10], [-0.07, 0.03, -0.09], [0.06, 0.04, 0.04], [-0.06, 0.07, -0.02], [-0.01, -0.05, 0.04], [0.05, -0.04, 0.10], [0.03, -0.06, -0.09], [0.05, 0.01, -0.09], [-0.10, -0.06, 0.04], [-0.02, 0.10, 0.08], [-0.06, 0.01, -0.04], [0.10, 0.06, -0.04], [0.03, -0.10, 0.04], [-0.09, 0.01, -0.10], [-0.04, 0.13, 0.09], [0.03, 0.01, -0.02], [-0.02, -0.08, 0.09], [0.06, -0.02, -0.03], [0.00, 0.09, 0.02], [-0.04, -0.09, 0.05], [-0.01, 0.04, -0.09], [0.06, 0.00, 0.01], [-0.01, 0.12, -0.01], [0.12, -0.04, 0.00], [-0.04, -0.07, -0.08], [-0.05, 0.04, -0.11], [0.00, -0.02, 0.01], [0.09, 0.06, 0.09], [-0.04, 0.01, -0.12], [-0.05, 0.08, 0.05], [0.09, -0.01, 0.00], [-0.04, 0.05, -0.04], [0.01, 0.00, -0.01], [0.02, -0.01, 0.05], [0.04, -0.08, 0.01], [-0.02, 0.03, 0.00], [-0.19, -0.07, 0.13], [0.15, 0.34, -0.34], [-0.28, -0.29, 0.04], [0.22, -0.21, -0.33], [-0.06, 0.09, 0.06], [0.04, 0.23, 0.18], [0.09, -0.18, -0.03], [0.07, 0.03, 0.07], [-0.02, -0.02, 0.04], [0.02, -0.03, -0.02], [-0.02, -0.01, -0.01], [0.03, 0.05, 0.03], [0.04, -0.07, -0.02], [-0.03, -0.01, 0.02], [-0.02, 0.07, -0.08], [-0.01, 0.03, -0.03], [0.00, -0.02, -0.02], [-0.02, -0.02, 0.02], [-0.37, -0.14, 0.64], [0.00, 0.10, 0.21], [0.07, -0.02, -0.26], [-0.29, 0.10, 0.16], [0.14, -0.05, -0.04], [-0.06, 0.05, 0.03], [0.00, -0.02, 0.01], [-0.07, 0.02, 0.07], [0.10, -0.05, -0.07], [0.20, -0.10, 0.13], [-0.12, 0.01, -0.02], [0.03, -0.02, 0.03], [0.03, -0.05, 0.00], [0.05, 0.02, 0.08], [0.00, 0.07, -0.05], [0.01, 0.00, -0.01], [-0.01, 0.02, -0.02], [-0.02, 0.01, 0.01], [0.00, 0.00, 0.00], [0.03, 0.01, 0.01], [0.01, -0.01, -0.06], [0.02, -0.01, -0.01], [0.00, 0.00, -0.01], [0.00, 0.00, -0.01], [-0.05, 0.04, 0.02]],
  "mulliken_charge": [-1.17, -0.69, 0.80, -0.49, -0.51, -0.67, -1.02, 0.30, -1.09, -1.25, 1.68, 0.58, -0.98, -0.85, -1.40, -1.41, -0.51, -1.01, 0.69, -0.80, -0.71, -0.74, -0.44, 0.75, 0.45, 0.17, 0.18, 0.39, 0.30, 0.17, 0.40, 0.27, 0.34, 0.20, 0.46, 0.21, 0.16, 0.38, 0.31, 0.30, 0.39, 0.32, 0.38, -0.40, 0.42, 0.31, 0.32, 0.26, 0.26, 0.38, 0.44, 0.36, -0.58, -0.44, 0.32, -0.29, 0.00, -0.52, -0.20, 0.77, -1.64, 0.45, 0.21, -0.12, 0.18, 0.33, -0.13, 0.20, 0.33, 0.40, 0.35, 0.92, 0.13, -0.10, 0.19, -0.22, -0.96, -0.43, -0.81, -0.16, 0.58, 0.19, -0.75, -0.52, -0.89, 0.02, 0.60, 0.43, 0.38, 0.38, 0.50, 0.02, 0.38, 0.39, 0.37, 0.56]
}